{
  "formula": "C48H128O16",
  "method": "the ωB97M-V functional and the def2-TZVPD basis",
  "elements": ["C", "C", "C", "O", "H", "H", "H", "H", "H", "H", "H", "H", "C", "C", "C", "O", "H", "H", "H", "H", "H", "H", "H", "H", "C", "C", "C", "O", "H", "H", "H", "H", "H", "H", "H", "H", "C", "C", "C", "O", "H", "H", "H", "H", "H", "H", "H", "H", "C", "C", "C", "O", "H", "H", "H", "H", "H", "H", "H", "H", "C", "C", "C", "O", "H", "H", "H", "H", "H", "H", "H", "H", "C", "C", "C", "O", "H", "H", "H", "H", "H", "H", "H", "H", "C", "C", "C", "O", "H", "H", "H", "H", "H", "H", "H", "H", "C", "C", "C", "O", "H", "H", "H", "H", "H", "H", "H", "H", "C", "C", "C", "O", "H", "H", "H", "H", "H", "H", "H", "H", "C", "C", "C", "O", "H", "H", "H", "H", "H", "H", "H", "H", "C", "C", "C", "O", "H", "H", "H", "H", "H", "H", "H", "H", "C", "C", "C", "O", "H", "H", "H", "H", "H", "H", "H", "H", "C", "C", "C", "O", "H", "H", "H", "H", "H", "H", "H", "H", "C", "C", "C", "O", "H", "H", "H", "H", "H", "H", "H", "H", "C", "C", "C", "O", "H", "H", "H", "H", "H", "H", "H", "H"],
  "xyz": [[-1.039, 2.748, -4.208], [-1.284, 2.815, -2.687], [-0.950, 1.446, -2.040], [-0.306, 3.713, -2.251], [-0.022, 2.404, -4.398], [-1.297, 3.697, -4.677], [-1.715, 2.008, -4.636], [-2.311, 3.091, -2.449], [-1.781, 0.741, -2.035], [-0.685, 1.635, -0.999], [-0.175, 0.831, -2.496], [-0.671, 4.577, -2.456], [-3.644, -3.434, 2.004], [-3.410, -1.974, 1.737], [-2.014, -1.740, 1.183], [-4.243, -1.650, 0.632], [-2.870, -3.832, 2.660], [-3.609, -3.997, 1.071], [-4.640, -3.447, 2.446], [-3.598, -1.342, 2.604], [-1.749, -2.410, 0.365], [-1.299, -1.873, 1.995], [-1.821, -0.758, 0.752], [-5.051, -2.168, 0.647], [-2.031, 5.585, 1.104], [-2.001, 4.052, 1.309], [-0.974, 3.252, 0.493], [-1.639, 3.816, 2.621], [-2.142, 5.905, 0.067], [-1.160, 6.102, 1.504], [-2.923, 5.895, 1.648], [-2.960, 3.583, 1.090], [-1.121, 2.182, 0.640], [0.012, 3.701, 0.609], [-1.141, 3.479, -0.560], [-0.765, 4.187, 2.763], [-2.744, -1.381, -2.603], [-3.446, -0.132, -3.148], [-4.881, -0.467, -3.659], [-3.630, 0.842, -2.138], [-2.658, -2.250, -3.255], [-3.337, -1.798, -1.789], [-1.784, -1.073, -2.188], [-2.920, 0.344, -3.975], [-5.340, 0.454, -4.019], [-5.503, -0.938, -2.898], [-4.770, -1.243, -4.416], [-3.716, 0.370, -1.306], [-3.107, 1.935, -0.096], [-3.972, 0.705, 0.325], [-5.504, 0.860, 0.265], [-3.556, -0.374, -0.457], [-3.324, 2.229, -1.123], [-2.044, 1.701, -0.025], [-3.307, 2.791, 0.548], [-3.711, 0.461, 1.355], [-5.795, 0.952, -0.781], [-5.918, 1.651, 0.891], [-5.963, -0.074, 0.590], [-3.621, -1.201, 0.026], [2.123, -1.451, -2.043], [0.929, -2.366, -1.985], [0.893, -3.302, -3.153], [1.023, -3.124, -0.766], [2.041, -0.578, -1.396], [2.114, -1.090, -3.072], [3.076, -1.976, -1.976], [0.045, -1.757, -2.174], [0.705, -2.686, -4.032], [0.126, -4.078, -3.157], [1.849, -3.805, -3.298], [1.091, -2.474, -0.063], [-0.621, -0.709, -3.881], [0.114, -0.655, -5.222], [0.994, 0.584, -5.424], [0.983, -1.759, -5.387], [-1.416, 0.035, -3.921], [-0.013, -0.497, -3.001], [-1.155, -1.657, -3.828], [-0.618, -0.741, -6.025], [0.447, 1.511, -5.247], [1.434, 0.537, -6.420], [1.778, 0.664, -4.671], [1.483, -1.569, -6.185], [0.967, 0.991, 0.260], [0.319, -0.374, 0.457], [-0.769, -0.727, -0.574], [1.267, -1.414, 0.467], [1.631, 1.212, 1.096], [0.247, 1.808, 0.317], [1.454, 1.062, -0.712], [-0.090, -0.462, 1.464], [-0.429, -0.923, -1.590], [-1.511, 0.070, -0.625], [-1.236, -1.700, -0.422], [1.552, -1.582, 1.368], [3.138, -4.404, 2.945], [2.347, -3.775, 1.839], [2.172, -4.615, 0.557], [0.991, -3.668, 2.283], [3.064, -3.818, 3.862], [4.192, -4.564, 2.721], [2.744, -5.400, 3.147], [2.711, -2.775, 1.606], [1.813, -5.608, 0.825], [3.168, -4.718, 0.126], [1.494, -4.095, -0.120], [0.603, -4.516, 2.511], [-0.210, -1.825, 3.779], [1.353, -1.492, 3.637], [2.220, -2.239, 4.615], [1.708, -1.710, 2.302], [-0.619, -1.900, 4.786], [-0.374, -2.790, 3.300], [-0.760, -1.036, 3.266], [1.525, -0.428, 3.797], [3.243, -2.168, 4.244], [2.029, -3.311, 4.648], [2.166, -1.826, 5.622], [1.698, -2.662, 2.183], [-0.682, -4.481, 0.875], [-1.036, -4.737, -0.582], [-1.678, -3.565, -1.262], [0.141, -4.914, -1.329], [-1.540, -4.043, 1.386], [0.144, -3.779, 0.992], [-0.432, -5.420, 1.368], [-1.673, -5.614, -0.696], [-0.978, -2.733, -1.180], [-2.604, -3.315, -0.745], [-1.797, -3.716, -2.335], [0.603, -4.082, -1.202], [4.915, 0.774, 0.763], [4.772, -0.014, 2.097], [3.824, -1.157, 1.829], [5.977, -0.504, 2.578], [5.293, 0.155, -0.050], [5.534, 1.671, 0.788], [3.946, 1.135, 0.418], [4.393, 0.702, 2.827], [3.752, -1.853, 2.664], [4.212, -1.786, 1.027], [2.836, -0.716, 1.693], [6.579, 0.241, 2.650], [2.705, 0.475, -2.903], [3.240, 1.806, -3.397], [2.190, 2.571, -4.156], [3.704, 2.539, -2.270], [2.767, -0.311, -3.655], [1.662, 0.599, -2.610], [3.216, 0.073, -2.028], [4.038, 1.656, -4.123], [2.468, 3.606, -4.356], [1.275, 2.730, -3.587], [1.881, 2.121, -5.099], [2.882, 2.686, -1.796], [-1.557, 0.847, 2.341], [-2.739, 1.456, 3.105], [-2.331, 1.883, 4.500], [-3.255, 2.580, 2.423], [-1.177, -0.066, 2.800], [-0.741, 1.556, 2.202], [-1.784, 0.502, 1.333], [-3.592, 0.778, 3.120], [-3.221, 2.144, 5.074], [-1.640, 2.720, 4.400], [-1.914, 1.090, 5.121], [-2.612, 3.291, 2.371], [3.383, 3.051, -0.053], [1.930, 3.160, -0.373], [1.541, 4.615, -0.459], [1.672, 2.588, -1.589], [3.981, 3.495, -0.849], [3.728, 2.047, 0.191], [3.651, 3.635, 0.828], [1.359, 2.733, 0.451], [0.484, 4.655, -0.721], [2.167, 5.205, -1.129], [1.710, 5.073, 0.516], [0.783, 2.898, -1.773], [0.421, 1.890, 3.776], [1.844, 2.208, 4.140], [2.860, 1.123, 3.755], [2.258, 3.322, 3.372], [-0.304, 2.680, 3.974], [0.100, 1.009, 4.333], [0.328, 1.673, 2.712], [1.949, 2.453, 5.197], [2.799, 0.968, 2.678], [2.656, 0.202, 4.301], [3.892, 1.451, 3.880], [3.180, 3.429, 3.620]],
  "lowdin_charge": [-0.01, -0.34, -0.06, -0.11, 0.02, 0.10, 0.09, 0.14, 0.06, 0.05, 0.07, 0.15, -0.02, -0.30, -0.10, 0.06, 0.09, 0.10, 0.10, 0.15, 0.05, 0.08, 0.04, 0.17, 0.02, -0.40, -0.07, -0.02, 0.08, 0.08, 0.09, 0.08, 0.04, 0.08, 0.09, 0.15, -0.08, -0.39, -0.03, -0.15, 0.10, 0.09, 0.04, 0.11, 0.08, 0.07, 0.07, -0.16, -0.01, -0.32, 0.03, -0.12, 0.10, 0.03, 0.05, 0.10, 0.08, 0.09, 0.07, -0.23, -0.07, -0.36, -0.01, -0.10, 0.07, 0.04, 0.14, 0.05, 0.04, 0.09, 0.11, -0.07, -0.08, -0.36, -0.07, -0.07, 0.05, 0.05, 0.09, 0.14, 0.03, 0.11, 0.04, 0.10, -0.03, -0.25, -0.14, 0.01, 0.10, 0.03, 0.10, 0.10, 0.03, 0.08, 0.03, -0.28, -0.01, -0.39, 0.03, -0.13, 0.03, 0.11, 0.10, 0.11, 0.10, 0.11, -0.03, 0.13, 0.02, -0.31, -0.03, -0.12, 0.10, 0.08, 0.01, 0.08, 0.08, 0.08, 0.11, -0.09, -0.04, -0.38, -0.07, -0.09, 0.05, 0.06, 0.11, 0.14, 0.05, 0.08, 0.11, -0.18, -0.01, -0.47, -0.02, -0.01, 0.10, 0.10, 0.01, 0.05, 0.08, 0.13, 0.09, 0.09, -0.13, -0.36, -0.07, -0.10, 0.09, 0.08, 0.10, 0.15, 0.11, 0.05, 0.04, -0.10, -0.08, -0.36, -0.04, -0.10, 0.04, 0.04, 0.06, 0.13, 0.09, 0.05, 0.09, -0.16, -0.05, -0.49, -0.02, -0.12, 0.11, -0.01, 0.11, 0.08, 0.05, 0.11, 0.10, 0.03, -0.05, -0.41, -0.05, -0.04, 0.06, 0.10, 0.06, 0.14, 0.07, 0.08, 0.10, 0.09],
  "max_force_ha_per_bohr": 0.3289,
  "total_energy_ha": -3107.284860,
  "molar_mass_g_mol": 961.5,
  "homo_energy_ha": -0.29148
}